Record 1
An isolated molecule of C4H6INO, computed with ωB97M-V/def2-TZVPD.

Properties
E_HOMO	-9.37	eV
relative energy (zero: lowest compared OMol25 entry of this formula, charge and spin)	187.0	kJ/mol
SMILES	C[C@@]1(I)N=CCO1
LUMO energy	0.19	eV
net charge	0
HOMO-LUMO gap	9.5633	eV

Each line ends with the Mulliken charge.
CARTESIAN COORDINATES (ANGSTROEM)
C (0.416, 1.853, 0.004)  -1.046
C (0.864, 0.259, 0.079)  0.288
I (3.090, -0.066, 0.038)  0.001
N (0.420, -0.361, 1.260)  -0.456
C (-0.348, -1.314, 0.937)  -0.018
C (-0.400, -1.614, -0.557)  -0.228
O (0.231, -0.473, -1.095)  -0.371
H (0.729, 2.151, -1.017)  0.312
H (0.897, 2.409, 0.729)  0.385
H (-0.631, 1.767, 0.008)  0.334
H (-1.012, -1.994, 1.653)  0.266
H (0.105, -2.556, -0.593)  0.239
H (-1.334, -1.751, -1.111)  0.294

***

Record 2
An isolated molecule of C9H9ClO2, computed with ωB97M-V/def2-TZVPD.

Properties
E_HOMO	-9.22	eV
relative energy (zero: lowest compared OMol25 entry of this formula, charge and spin)	66.9	kJ/mol
SMILES	O[C@@H]1c2ccccc2[C@H](O)[C@H]1Cl
LUMO energy	0.46	eV
net charge	0
HOMO-LUMO gap	9.6744	eV

Each line ends with the Mulliken charge.
CARTESIAN COORDINATES (ANGSTROEM)
O (0.875, 2.117, -0.515)  -0.532
C (0.928, 0.830, -1.080)  -0.667
C (-0.286, 0.175, -0.618)  1.306
C (-1.441, 0.107, -1.362)  -1.022
C (-2.446, -0.605, -0.778)  -0.283
C (-2.263, -1.403, 0.369)  -0.558
C (-1.134, -1.183, 1.127)  -0.645
C (-0.115, -0.498, 0.566)  0.264
C (1.191, -0.266, 1.222)  -0.472
O (1.129, 0.800, 2.124)  -0.548
C (2.108, 0.033, 0.045)  -0.105
Cl (2.638, -1.447, -0.765)  -0.217
H (1.081, 2.870, -1.131)  0.317
H (1.272, 0.862, -2.154)  0.481
H (-1.531, 0.634, -2.257)  0.497
H (-3.403, -0.502, -1.243)  0.390
H (-3.243, -1.937, 0.733)  0.247
H (-0.826, -1.812, 1.892)  0.439
H (1.669, -1.182, 1.758)  0.370
H (0.862, 1.674, 1.829)  0.363
H (2.935, 0.733, 0.240)  0.376

***

Record 3
An isolated molecule of C25H42F2I2N2O5P2S2Si, computed with ωB97M-V/def2-TZVPD.

Properties
E_HOMO	-7.90	eV
SMILES	CCP(C)[C@]1(C(F)(F)CC[Si](C)(C)c2ccccc2)[C@H](S)[C@](OC[C@@H](C)O)([PH2]=N)S(=O)(=O)O[C@]1(CN)/C(I)=C(/C)I
LUMO energy	-0.29	eV
net charge	0
HOMO-LUMO gap	7.6088	eV

Each line ends with the Mulliken charge.
CARTESIAN COORDINATES (ANGSTROEM)
C (1.489, 1.979, 4.604)  -0.914
C (1.277, 0.664, 3.650)  -0.218
P (-0.560, 0.448, 3.035)  0.565
C (-1.229, -0.668, 4.425)  -1.030
C (-0.655, -0.343, 1.252)  1.256
C (0.638, -1.221, 0.798)  0.770
F (1.478, -1.770, 1.933)  -0.329
F (0.301, -2.510, 0.072)  -0.351
C (1.773, -0.591, -0.188)  -0.619
C (1.487, -0.675, -1.808)  0.358
Si (3.264, -0.507, -2.638)  0.281
C (4.346, 0.807, -1.659)  -0.808
C (3.153, 0.206, -4.457)  -0.998
C (4.275, -2.143, -2.618)  0.556
C (4.797, -2.853, -1.220)  -0.191
C (5.716, -4.247, -1.260)  -0.461
C (6.112, -4.943, -2.700)  -0.336
C (5.598, -4.261, -4.099)  -0.372
C (4.698, -2.892, -4.027)  -0.311
C (-0.780, 1.100, 0.397)  -0.577
S (0.473, 2.422, 0.934)  -0.017
C (-2.182, 1.884, 0.396)  -0.413
O (-2.654, 1.972, -1.026)  -0.203
C (-1.969, 2.989, -1.803)  -0.332
C (-3.020, 4.216, -2.220)  0.077
C (-4.588, 3.740, -1.913)  -0.895
O (-2.706, 5.505, -1.594)  -0.531
P (-2.210, 3.660, 1.129)  0.340
N (-1.903, 3.788, 2.705)  -0.656
S (-3.643, 1.043, 1.243)  1.698
O (-4.913, 0.934, 0.309)  -0.620
O (-4.231, 1.890, 2.446)  -0.753
O (-3.045, -0.332, 1.894)  -0.234
C (-2.111, -1.151, 1.052)  1.120
C (-2.580, -1.445, -0.453)  -1.218
N (-1.701, -1.154, -1.627)  -0.226
C (-2.290, -2.569, 1.876)  -1.283
I (-0.849, -3.873, 2.876)  0.023
C (-3.691, -3.156, 2.025)  -0.113
C (-3.961, -4.557, 2.907)  -1.067
I (-5.566, -2.388, 1.193)  0.047
H (0.956, 1.749, 5.635)  0.271
H (2.620, 2.249, 4.748)  0.338
H (0.954, 2.885, 4.040)  0.196
H (1.639, -0.320, 4.221)  0.397
H (2.037, 0.763, 2.734)  -0.006
H (-1.331, 0.027, 5.391)  0.370
H (-2.293, -1.122, 4.255)  0.231
H (-0.399, -1.457, 4.706)  0.224
H (2.262, 0.418, 0.155)  0.080
H (2.702, -1.350, -0.095)  -0.309
H (1.089, -1.700, -2.195)  0.220
H (0.889, 0.224, -2.255)  -0.131
H (4.556, 0.307, -0.619)  0.224
H (3.646, 1.740, -1.495)  0.170
H (5.316, 1.034, -2.272)  0.356
H (4.288, 0.349, -4.797)  0.256
H (2.613, -0.529, -5.195)  0.279
H (2.681, 1.283, -4.489)  0.279
H (4.601, -2.419, -0.148)  0.179
H (6.087, -4.724, -0.253)  0.278
H (6.775, -5.918, -2.680)  0.272
H (5.868, -4.686, -5.159)  0.285
H (4.359, -2.404, -5.045)  0.147
H (-0.475, 0.936, -0.737)  -0.201
H (1.406, 2.672, -0.089)  0.109
H (-0.940, 3.369, -1.402)  0.146
H (-1.710, 2.480, -2.855)  0.243
H (-2.961, 4.373, -3.401)  0.252
H (-4.826, 2.771, -2.554)  0.231
H (-5.356, 4.570, -2.256)  0.350
H (-4.786, 3.516, -0.781)  0.151
H (-1.709, 5.586, -1.636)  0.386
H (-3.562, 4.156, 0.918)  0.087
H (-1.323, 4.587, 0.412)  0.125
H (-2.764, 4.163, 3.205)  0.248
H (-2.767, -2.627, -0.547)  0.401
H (-3.652, -1.016, -0.767)  0.321
H (-2.277, -0.746, -2.411)  0.263
H (-1.300, -2.034, -2.038)  0.326
H (-5.089, -4.859, 2.959)  0.362
H (-3.627, -4.392, 4.042)  0.298
H (-3.404, -5.493, 2.419)  0.279